This record from the OMol25 dataset describes a molecular structure, C18H30Br2N4O6PYb. The level of theory is ωB97M-V with the def2-TZVPD basis set.

```
62
C18H30Br2N4O6PYb | the OMol25 dataset | ωB97M-V with the def2-TZVPD basis set
Yb 0.047 -0.050 0.486
Br 0.739 1.819 7.234
Br -0.285 -2.897 4.371
P -0.194 -1.283 -2.950
O -0.795 -0.911 2.057
O 2.031 0.281 1.429
O -0.273 -1.305 -1.454
O 2.093 0.160 -0.747
O -0.557 -0.065 -3.757
O -1.656 1.209 -0.651
N 1.264 -2.378 0.815
N -2.099 -1.929 -4.754
N 2.393 -0.584 -3.341
N -0.406 1.756 2.051
C 0.072 2.466 -1.797
C 0.162 3.165 4.384
C -1.318 -2.579 -3.623
C 2.564 -0.192 0.399
C 2.613 -2.586 0.241
C -1.403 2.288 -1.578
C 3.494 -1.351 0.505
C -3.071 0.885 -0.579
C -3.532 0.682 0.839
C 0.299 0.985 5.610
C 0.076 1.755 4.441
C -0.416 -0.320 3.213
C -0.155 -1.013 4.360
C -0.313 3.065 2.052
C 0.195 -0.366 5.566
C -0.255 1.096 3.245
C 1.466 -1.751 -3.508
C -0.050 3.817 3.204
H 3.319 -0.790 -3.708
H 0.362 -0.955 6.458
H 0.651 -3.134 0.542
H -1.898 2.051 -2.517
H 1.865 -2.603 -2.962
H 4.309 -1.294 -0.217
H 1.417 -1.997 -4.568
H -2.021 -2.863 -2.843
H -3.008 -0.122 1.353
H 0.497 1.590 -2.286
H 2.034 0.228 -3.848
H -3.413 1.597 1.421
H 3.110 -3.475 0.622
H 0.618 2.654 -0.872
H -4.591 0.419 0.820
H -0.003 4.897 3.141
H -0.457 3.568 1.105
H -3.603 1.717 -1.036
H -3.104 -2.052 -4.657
H 0.243 3.324 -2.449
H 0.388 3.718 5.287
H -1.852 -0.924 -4.722
H 2.491 -2.723 -0.831
H 3.912 -1.369 1.507
H -1.836 -2.293 -5.667
H 1.297 -2.429 1.829
H -3.239 0.003 -1.200
H -1.857 3.187 -1.164
H -0.826 -3.476 -3.989
H 2.464 -0.321 -2.311
```

Values from the calculation:
charge	+2
F_max	0.040	hartree/bohr
E	-218295.2408	eV
expectation value of S²	0.751
orbital gap (alpha / beta)	6.8135 / 6.8169	eV
spin multiplicity	2
relative energy (zero: lowest compared OMol25 entry of this formula, charge and spin)	115.9	kJ/mol